1.
Below is a 6-piece molecular cluster, C38H82F3NO27P5S overall, with properties calculated with the ωB97M-V functional and the def2-TZVPD basis.

Each line ends with the Mulliken charge.
Atoms and positions in Å:
C 9.1097 4.8273 -1.4242  -1.04
C 10.0823 3.5894 -1.5843  0.22
O 10.5929 3.2696 -0.2575  -0.45
C 10.2515 1.9195 0.0742  -0.83
C 8.7088 1.8205 0.4667  0.90
O 8.6737 1.7623 1.9147  -0.46
C 7.5093 1.0451 2.3383  -0.37
C 7.7545 -0.5164 2.3544  -0.28
O 6.8218 -1.2509 3.1503  -0.42
C 5.5100 -1.2580 2.5951  -0.78
C 5.2868 -2.3158 1.4523  0.02
C 5.7452 -1.8695 -0.0292  -1.12
N 4.5398 -1.8816 -0.9427  1.43
C 4.4255 -0.7689 -1.9731  -0.65
C 5.7808 -0.1782 -2.4928  -0.29
O 6.4545 -1.0430 -3.4294  -0.43
C 7.7721 -1.3677 -3.0040  -0.09
C 8.8830 -0.4553 -3.6428  0.79
F 10.0110 -0.5860 -2.8500  -0.27
F 9.2521 -0.9680 -4.8631  -0.28
F 8.5019 0.8419 -3.7831  -0.25
S 4.5333 -3.4949 -1.6745  1.40
C 4.2894 -4.8431 -0.4572  -0.90
O 5.7871 -3.7878 -2.3718  -0.65
O 3.4779 -3.6427 -2.6774  -0.64
C 3.4739 -1.5333 0.0629  -0.62
C 1.9780 -1.9360 -0.1925  -0.33
C 1.0135 -0.7224 -0.3175  -0.37
C 0.2114 -0.2387 0.8125  -0.34
C -0.7169 0.8681 0.7013  -0.91
C -0.8756 1.5525 -0.5849  -0.61
C -0.1042 1.1120 -1.7404  0.21
C -0.3502 1.8541 -3.0904  -0.99
C 0.8161 -0.0031 -1.5836  0.04
O 3.8316 -2.2475 1.2577  -0.33
H 9.4269 5.6934 -2.0549  0.29
H 9.0686 5.1597 -0.3512  0.28
H 8.0691 4.5355 -1.7250  0.30
H 10.9661 3.9067 -2.1878  0.43
H 9.5172 2.7339 -2.0335  -0.20
H 10.8313 1.6044 0.9842  0.39
H 10.4890 1.2189 -0.7683  0.28
H 8.2478 0.9035 0.0024  -0.47
H 8.1254 2.7056 0.0828  0.13
H 7.1188 1.3713 3.3332  0.33
H 6.7047 1.2831 1.5778  0.19
H 7.8727 -0.8954 1.3022  0.16
H 8.7614 -0.6630 2.8397  0.44
H 5.1521 -0.2677 2.2108  0.27
H 4.8163 -1.5390 3.4354  0.47
H 5.5121 -3.3875 1.6949  0.31
H 6.0846 -0.8169 0.1773  0.20
H 6.6260 -2.4835 -0.3261  0.71
H 3.8300 0.1080 -1.5944  0.41
H 3.8659 -1.1096 -2.8905  0.43
H 5.5013 0.7337 -3.0984  0.51
H 6.4798 0.1873 -1.7020  -0.09
H 7.8730 -1.4388 -1.8882  -0.03
H 7.9820 -2.4050 -3.3900  0.32
H 3.5593 -4.6125 0.3562  0.21
H 3.9881 -5.7425 -1.0608  0.48
H 5.3143 -5.0880 -0.0607  0.33
H 3.4552 -0.4789 0.4644  0.52
H 1.6430 -2.5037 0.7241  0.24
H 1.8024 -2.6221 -1.0570  0.47
H 0.3383 -0.7567 1.7932  0.42
H -1.3438 1.2136 1.5563  0.36
H -1.6077 2.3824 -0.6961  0.39
H 0.4660 2.5654 -3.3694  0.29
H -1.3344 2.3945 -3.0250  0.19
H -0.4936 1.0622 -3.8778  0.32
H 1.3971 -0.3163 -2.4816  0.38
C 3.4244 -7.0915 3.5742  -0.81
O 3.0896 -5.6904 3.5376  -0.20
P 1.4907 -5.2697 3.9870  0.76
O 1.3197 -4.3175 2.8293  -0.39
O 2.0439 -4.4572 5.2924  -0.31
C 2.7306 -5.1917 6.3042  -0.65
O -0.1162 -5.0590 4.5265  -0.28
C -0.9377 -6.2358 4.4752  -0.76
H 3.8599 -7.3762 2.6154  0.22
H 4.1586 -7.2660 4.3629  0.31
H 2.5479 -7.7145 3.7610  0.37
H 3.8063 -5.1294 6.1309  0.21
H 2.4254 -6.2416 6.3177  0.34
H 2.5049 -4.7483 7.2732  0.27
H -0.5113 -7.0222 5.1020  0.32
H -1.0247 -6.5908 3.4449  0.34
H -1.9280 -5.9843 4.8504  0.25
C -7.8596 2.8096 -3.5464  -0.61
O -6.7271 3.5232 -3.0010  -0.31
P -5.2263 3.2944 -3.7807  0.99
O -4.4885 3.1439 -2.4707  -0.61
O -5.2372 4.8726 -4.2141  -0.33
C -6.2572 5.3189 -5.1065  -0.63
O -3.7723 3.0759 -4.6708  -0.26
C -3.7709 1.9069 -5.4887  -0.83
H -8.3527 2.2635 -2.7417  0.23
H -8.5646 3.5256 -3.9726  0.28
H -7.5556 2.1022 -4.3208  0.34
H -7.0849 5.7363 -4.5317  0.21
H -6.6274 4.5053 -5.7356  0.32
H -5.8456 6.0986 -5.7470  0.29
H -4.5782 1.9574 -6.2236  0.36
H -3.8957 1.0162 -4.8649  0.36
H -2.8193 1.8434 -6.0155  0.24
C -13.8540 6.1344 -5.3068  -0.70
O -12.9851 5.0052 -5.5086  -0.33
P -12.1339 4.4307 -4.1405  0.96
O -10.8347 4.2898 -4.8979  -0.65
O -12.9650 3.0288 -4.2206  -0.26
C -14.3798 3.0743 -4.0271  -0.32
O -11.4382 3.9241 -2.6574  -0.17
C -11.4347 4.9131 -1.6205  -0.80
H -13.6134 6.9007 -6.0447  0.25
H -14.8903 5.8203 -5.4460  0.26
H -13.7430 6.5602 -4.3076  0.34
H -14.8751 3.1276 -4.9985  0.19
H -14.6731 3.9367 -3.4204  0.29
H -14.6967 2.1624 -3.5204  0.07
H -12.4572 5.2189 -1.3857  0.33
H -10.8506 5.7843 -1.9310  0.36
H -10.9829 4.4808 -0.7288  0.23
C -12.8860 -2.7290 -1.7497  -0.76
O -13.1347 -1.3142 -1.8344  -0.26
P -14.7231 -0.7889 -1.4935  0.92
O -14.7995 0.1423 -2.6699  -0.57
O -14.1827 0.0117 -0.1722  -0.34
C -13.5785 -0.7439 0.8719  -0.61
O -16.3337 -0.5103 -0.9909  -0.27
C -17.1965 -1.6538 -1.0569  -0.74
H -12.4117 -3.0591 -2.6744  0.24
H -12.2113 -2.9266 -0.9142  0.28
H -13.8074 -3.2965 -1.6044  0.35
H -12.4947 -0.7387 0.7430  0.21
H -13.9378 -1.7769 0.8824  0.31
H -13.8208 -0.2784 1.8270  0.27
H -16.8148 -2.4535 -0.4175  0.31
H -17.2732 -2.0100 -2.0879  0.35
H -18.1855 -1.3638 -0.7058  0.24
C 6.9607 -0.5031 6.2515  -0.23
O 7.3387 0.4913 7.2177  -0.40
P 8.8140 0.2419 8.0450  1.09
O 8.2565 0.5810 9.3968  -0.62
O 9.4648 1.5724 7.3497  -0.40
C 9.5885 1.5986 5.9325  -0.55
O 10.3507 -0.2183 8.6377  -0.29
C 10.6873 -1.5974 8.4429  -0.71
H 5.9419 -0.8325 6.4634  0.33
H 6.9923 -0.0646 5.2544  -0.17
H 7.6261 -1.3691 6.2805  0.28
H 8.7258 2.1114 5.5023  0.20
H 9.6569 0.5891 5.5146  0.22
H 10.4910 2.1493 5.6691  0.40
H 10.6896 -1.8399 7.3770  0.29
H 9.9718 -2.2382 8.9659  0.35
H 11.6833 -1.7724 8.8462  0.24

F_max ... 9.8 eV/Å
Orbital gap ... 5.6112 eV
LUMO ... -4.6 eV
Total energy ... -5987.0409 a.u.
HOMO level ... -0.37598 Eh
Net charge ... +1

=====

2.
Below is a 3-piece molecular cluster, C3H12NO2 overall, with properties calculated with the ωB97M-V functional and the def2-TZVPD basis.

Each line ends with the Mulliken charge.
Atoms and positions in Å:
C -0.0092 -0.2862 2.4614  -1.03
C -0.8099 -0.4773 1.1638  -0.42
C 0.4502 0.3576 -0.7863  0.07
N 0.1350 -0.5764 0.0330  0.00
H 0.4276 -1.1902 2.8759  0.36
H 0.6986 0.5288 2.3509  0.35
H -0.7449 0.1249 3.1607  0.32
H -1.2777 -1.4470 1.2397  0.28
H -1.5462 0.3101 1.0416  0.38
H 1.5135 0.4662 -1.0001  0.30
H -0.2071 1.1400 -1.1603  0.07
H 0.6562 -1.4541 -0.0189  0.32
H 1.8941 -3.1039 -1.9482  0.31
H 1.3897 -2.1461 -2.8765  0.30
O 1.4028 -2.2710 -1.9118  -0.60
H -1.3059 4.1263 -1.4999  0.32
H -1.6498 2.6741 -1.7971  0.31
O -1.0167 3.2243 -1.3278  -0.64

F_max ... 1.5 eV/Å
Orbital gap ... 10.2110 eV
LUMO ... -5.0 eV
Total energy ... -326.4460 a.u.
HOMO level ... -0.55895 Eh
Net charge ... +1

=====

3.
Below is a 2-piece molecular cluster, C3H6P2 overall, with properties calculated with the ωB97M-V functional and the def2-TZVPD basis.

Each line ends with the Mulliken charge.
Atoms and positions in Å:
C 0.7496 0.3395 0.2991  0.06
C -0.0946 0.1846 -0.7269  -0.67
C 2.3281 0.1780 0.2487  -0.80
P -3.4083 -1.0537 0.2301  -0.04
P -3.0061 0.8312 -0.2746  0.02
H 0.3200 0.5125 1.2523  0.30
H -0.1602 -0.1837 -1.7215  0.32
H 2.4956 -0.9179 0.1754  0.24
H 2.8442 0.6370 -0.6678  0.29
H 2.6717 0.5738 1.2623  0.25
H -4.7401 -1.1014 -0.0770  0.04

F_max ... 2.9 eV/Å
Orbital gap (alpha / beta) ... 7.2932 / 7.5061 eV
LUMO (alpha / beta) ... -0.8 / -0.9 eV
Total energy ... -800.4203 a.u.
HOMO level (alpha / beta) ... -0.29591 / -0.30730 Eh

=====

4.
Below is a 7-piece molecular cluster, C28H44O13 overall, with properties calculated with the ωB97M-V functional and the def2-TZVPD basis.

Each line ends with the Mulliken charge.
Atoms and positions in Å:
C -1.0181 -0.5233 1.3781  -0.78
C -0.4902 -1.3582 0.2594  -0.17
C 0.7777 -0.5529 -0.1282  0.46
O 0.2642 0.7920 -0.0587  -0.10
C -0.7763 0.9352 0.8725  0.11
H -0.5213 -0.6787 2.3357  0.33
H -2.0622 -0.8025 1.5198  0.23
H -1.1675 -1.3959 -0.5938  0.10
H -0.1375 -2.3592 0.5080  0.45
H 1.1942 -0.7613 -1.1137  -0.57
H 1.5261 -0.6780 0.6543  0.32
H -1.6832 1.3512 0.4336  0.38
H -0.5714 1.5956 1.7151  0.11
O 0.9013 0.4364 -4.3627  -0.61
C 0.3209 -0.6518 -4.3108  0.46
O -0.9300 -0.7159 -3.8661  -0.33
C -1.4883 -2.0342 -3.8601  -0.10
C -0.4662 -2.9537 -4.6050  -0.70
C 0.6927 -2.0145 -4.8686  -0.19
H -2.4266 -2.0551 -4.4143  0.36
H -1.5026 -2.4658 -2.8593  0.10
H -0.8527 -3.2990 -5.5639  0.26
H -0.2374 -3.8842 -4.0855  0.32
H 0.8513 -2.0223 -5.9470  0.37
H 1.6615 -2.2941 -4.4546  0.13
O -7.1558 1.1147 0.5951  -0.61
C -6.4433 0.1456 0.7014  0.53
O -6.3287 -0.5370 1.7791  -0.35
C -5.5432 -1.6911 1.5753  -0.61
C -4.7498 -1.5153 0.2586  0.61
C -5.5579 -0.4068 -0.3930  -0.58
H -6.3618 -2.3980 1.4397  0.33
H -4.8961 -2.0521 2.3747  0.39
H -4.5516 -2.4550 -0.2568  0.50
H -3.8145 -1.0836 0.6149  -0.78
H -6.2178 -0.7430 -1.1927  0.28
H -5.0122 0.4040 -0.8755  0.30
O 0.6779 -3.7391 2.5601  -0.59
C 1.0550 -4.8363 2.8231  0.46
O 0.3959 -5.5887 3.6457  -0.33
C 1.0165 -6.8220 3.8823  -0.34
C 2.1956 -6.9500 2.9055  -0.63
C 2.3050 -5.5671 2.2668  -0.23
H 0.2832 -7.5987 3.6653  0.33
H 1.6044 -6.9338 4.7933  0.25
H 2.0107 -7.6904 2.1273  0.23
H 3.1132 -7.2605 3.4052  0.33
H 2.2346 -5.5205 1.1801  0.28
H 3.1261 -4.9645 2.6551  0.25
O -2.1223 3.8955 0.8547  -0.59
C -2.4464 4.9915 0.4113  0.47
O -3.1817 5.1698 -0.6291  -0.33
C -3.4110 6.5689 -0.8781  -0.41
C -2.9149 7.2354 0.3538  -0.64
C -1.8356 6.3293 0.9091  -0.34
H -4.4996 6.5419 -0.9246  0.28
H -2.8520 6.8025 -1.7843  0.31
H -3.7920 7.1866 0.9991  0.31
H -2.5325 8.2211 0.0886  0.35
H -1.9086 6.4922 1.9844  0.28
H -0.9127 6.6183 0.4062  0.32
O 7.0611 -1.6942 -2.1008  -0.59
C 6.0023 -1.1323 -2.2186  0.40
O 4.9289 -1.7996 -2.6166  -0.36
C 3.7357 -0.9569 -2.4693  0.18
C 4.2138 0.2876 -1.7421  -0.29
C 5.7145 0.2731 -2.0274  -0.51
H 2.9092 -1.4179 -1.9285  0.06
H 3.2640 -0.6747 -3.4106  -0.05
H 4.0437 0.2357 -0.6667  0.10
H 3.6737 1.1583 -2.1141  0.45
H 6.2764 0.8774 -1.3152  0.34
H 5.8682 0.7237 -3.0079  0.29
O 4.4153 2.1895 0.8955  -0.52
C 3.6464 2.7881 1.6104  0.44
O 3.6995 4.1660 1.7583  -0.37
C 2.5076 4.7094 2.2655  -0.47
C 1.5395 3.6204 2.5935  -0.03
C 2.3934 2.3107 2.3383  0.47
H 1.9566 5.3768 1.6028  0.27
H 2.8357 5.1386 3.2122  0.32
H 0.6475 3.6085 1.9671  -0.18
H 1.2546 3.8278 3.6250  0.31
H 1.9735 1.6443 1.5848  -0.62
H 2.6044 1.7661 3.2586  0.41

F_max ... 4.1 eV/Å
Orbital gap (alpha / beta) ... 9.5275 / 3.3535 eV
LUMO (alpha / beta) ... -2.2 / -8.4 eV
Total energy ... -2071.0475 a.u.
Spin multiplicity ... 2
HOMO level (alpha / beta) ... -0.43251 / -0.43251 Eh
Net charge ... +1

=====

Question: F_max of number 3 (C3H6P2)?
Answer: 2.9 eV/Å